No. 1
{
  "formula": "C6H5ClN2S",
  "method": "ωB97M-V with the def2-TZVPD basis set",
  "species": ["C", "C", "C", "C", "C", "C", "N", "N", "S", "Cl", "H", "H", "H", "H", "H"],
  "xyz": [[-1.97, 2.26, -0.10], [-0.05, -0.31, -0.84], [-1.25, 0.12, -1.22], [-0.53, 0.00, 1.54], [0.55, -0.01, 0.53], [-2.21, 0.87, 0.06], [-1.59, 3.34, -0.14], [-1.75, 0.27, 1.31], [-3.99, 0.51, -0.09], [-3.77, -1.50, -0.18], [0.67, -0.84, -1.65], [-1.89, 0.09, -2.04], [-0.15, -0.35, 2.47], [1.32, -0.63, 0.66], [1.02, 1.07, 0.64]],
  "de_lowest_kcal_mol": 19.55,
  "orbital_gap_ev": 9.26,
  "e_homo_ev": -9.39,
  "total_charge": 0,
  "spin_multiplicity": 1
}


No. 2
{
  "formula": "C6H5F4NP2",
  "method": "ωB97M-V with the def2-TZVPD basis set",
  "species": ["C", "C", "C", "C", "C", "C", "N", "F", "F", "F", "F", "P", "P", "H", "H", "H", "H", "H"],
  "xyz": [[-2.73, 0.27, -0.19], [-2.03, 1.01, 0.77], [-2.06, -0.68, -0.95], [-0.70, 0.76, 1.00], [-0.72, -0.91, -0.77], [-0.02, -0.23, 0.25], [1.21, -0.56, 0.62], [1.90, -2.92, 0.08], [3.48, -1.39, 0.89], [2.22, 2.58, 0.30], [3.10, 1.43, -1.51], [2.35, -1.37, -0.27], [3.26, 1.38, 0.08], [-3.78, 0.46, -0.34], [-2.54, 1.77, 1.34], [-2.61, -1.25, -1.70], [-0.15, 1.31, 1.75], [-0.19, -1.65, -1.35]],
  "orbital_gap_ev": [5.72, 7.41],
  "e_homo_ev": [-7.99, -8.65],
  "total_charge": 0,
  "spin_multiplicity": 1
}


No. 3
{
  "formula": "C6H5FN2O",
  "method": "ωB97M-V with the def2-TZVPD basis set",
  "species": ["C", "C", "C", "C", "C", "C", "N", "N", "O", "F", "H", "H", "H", "H", "H"],
  "xyz": [[-2.19, 0.37, -0.90], [0.74, 1.76, 0.82], [-0.43, -0.95, 0.12], [1.50, 0.67, 0.25], [0.64, -0.24, -0.65], [-1.74, -0.65, -0.03], [-2.52, 1.20, -1.61], [0.18, 2.63, 1.31], [-0.07, -1.93, 0.98], [-2.70, -1.31, 0.65], [0.87, -2.13, 0.90], [2.30, 1.11, -0.35], [1.94, 0.10, 1.07], [1.30, -0.99, -1.11], [0.19, 0.35, -1.45]],
  "de_lowest_kcal_mol": 10.54,
  "orbital_gap_ev": 9.62,
  "e_homo_ev": -9.64,
  "total_charge": 0,
  "spin_multiplicity": 1
}


No. 4
{
  "formula": "C6H5I",
  "method": "ωB97M-V with the def2-TZVPD basis set",
  "species": ["C", "C", "C", "C", "C", "C", "I", "H", "H", "H", "H", "H"],
  "xyz": [[0.23, 1.08, 0.17], [1.21, 1.85, -0.23], [-0.76, 0.12, 0.48], [-1.84, 0.01, 1.25], [-0.21, -0.83, -0.44], [1.50, 0.49, -0.75], [3.23, -0.50, -0.04], [-2.26, -0.96, 1.48], [-2.42, 0.89, 1.63], [0.35, -1.67, -0.15], [-0.54, -0.90, -1.51], [1.50, 0.43, -1.88]],
  "de_lowest_kcal_mol": 82.03,
  "orbital_gap_ev": 8.55,
  "e_homo_ev": -8.69,
  "total_charge": 0,
  "spin_multiplicity": 1
}


No. 5
{
  "formula": "C6H5InN2O4Se4",
  "method": "ωB97M-V with the def2-TZVPD basis set",
  "species": ["In", "C", "C", "N", "C", "C", "N", "C", "O", "O", "C", "O", "O", "H", "H", "H", "H", "H", "Se", "Se", "Se", "Se"],
  "xyz": [[0.72, -0.69, 2.18], [-2.32, 1.24, 0.37], [-1.13, 0.68, -0.34], [-0.09, 0.09, 0.22], [0.77, -0.27, -0.79], [0.24, 0.11, -1.98], [-0.96, 0.71, -1.67], [0.63, 0.02, -3.42], [1.78, -0.57, -3.68], [-0.11, 0.48, -4.25], [2.03, -1.02, -0.47], [2.79, -1.34, -1.37], [2.20, -1.27, 0.78], [-2.20, 1.12, 1.44], [-3.23, 0.72, 0.06], [-2.43, 2.30, 0.14], [-1.57, 1.09, -2.37], [2.24, -0.89, -2.85], [2.24, 0.17, 3.99], [0.45, 0.43, 5.51], [-0.57, -1.64, 5.33], [-1.47, -1.49, 3.16]],
  "de_lowest_kcal_mol": 0.00,
  "orbital_gap_ev": 8.02,
  "e_homo_ev": -8.60,
  "total_charge": 0,
  "spin_multiplicity": 1
}


No. 6
{
  "formula": "C6H5InNO14S3",
  "method": "ωB97M-V with the def2-TZVPD basis set",
  "species": ["In", "S", "O", "O", "O", "O", "S", "O", "O", "O", "O", "S", "O", "O", "O", "O", "C", "C", "C", "C", "C", "C", "N", "O", "O", "H", "H", "H", "H", "H"],
  "xyz": [[0.66, -1.52, 1.85], [2.06, -2.68, -1.32], [0.93, -1.85, -0.99], [2.48, -3.23, -0.02], [1.87, -3.76, -2.19], [3.33, -2.00, -1.54], [3.94, -2.90, 2.66], [2.62, -3.19, 3.22], [4.83, -2.34, 3.65], [4.55, -3.88, 1.77], [3.78, -1.79, 1.74], [1.85, 1.33, 3.64], [0.96, 1.56, 4.67], [2.32, -0.05, 3.68], [1.18, 1.25, 2.36], [3.07, 2.10, 3.57], [-4.27, 2.63, -2.88], [-4.58, 1.48, -2.19], [-3.63, 0.73, -1.46], [-2.29, 1.17, -1.45], [-1.96, 2.37, -2.14], [-2.91, 3.08, -2.85], [-1.23, 0.45, -0.67], [-0.08, 0.97, -0.66], [-1.51, -0.41, 0.16], [-5.01, 3.14, -3.47], [-5.56, 1.05, -2.35], [-3.92, -0.24, -1.08], [-0.93, 2.71, -2.20], [-2.51, 3.82, -3.53]],
  "de_lowest_kcal_mol": 85.44,
  "orbital_gap_ev": 3.38,
  "e_homo_ev": 1.82,
  "total_charge": -3,
  "spin_multiplicity": 1
}


No. 7
{
  "formula": "C6H5N",
  "method": "ωB97M-V with the def2-TZVPD basis set",
  "species": ["C", "C", "C", "N", "C", "C", "C", "H", "H", "H", "H", "H"],
  "xyz": [[2.18, 1.52, 0.68], [1.47, 0.60, 0.40], [0.91, -0.64, -0.12], [0.00, -1.53, 0.58], [-0.49, -0.84, -0.61], [-1.56, 0.13, -0.47], [-2.54, 0.82, -0.37], [2.87, 2.31, 0.91], [1.68, -1.18, -0.66], [-0.39, -1.08, 1.41], [-0.58, -1.48, -1.48], [-3.42, 1.43, -0.27]],
  "de_lowest_kcal_mol": 87.11,
  "orbital_gap_ev": 10.31,
  "e_homo_ev": -9.30,
  "total_charge": 0,
  "spin_multiplicity": 1
}


No. 8
{
  "formula": "C6H5N",
  "method": "ωB97M-V with the def2-TZVPD basis set",
  "species": ["C", "C", "C", "N", "C", "C", "C", "H", "H", "H", "H", "H"],
  "xyz": [[2.11, 1.63, 0.20], [1.35, 0.70, 0.04], [0.85, -0.59, -0.45], [0.28, -1.60, 0.44], [-0.62, -0.94, -0.49], [-1.63, 0.00, 0.00], [-2.48, 0.76, 0.40], [2.82, 2.43, 0.32], [1.44, -1.01, -1.26], [0.15, -1.23, 1.38], [-0.97, -1.57, -1.32], [-3.24, 1.45, 0.75]],
  "de_lowest_kcal_mol": 87.92,
  "orbital_gap_ev": 10.31,
  "e_homo_ev": -9.30,
  "total_charge": 0,
  "spin_multiplicity": 1
}